Here is 2 unconnected molecules or ions with the total composition C6H12NP at a distorted geometry from the OMol25 dataset. Energies are from ωB97M-V/def2-TZVPD.

Calculated values
Kohn-Sham gap (Ha): 0.3613
Total charge: 0
HOMO (eV): -9.249
Energy relative to the best compared isomer or geometry (same formula, charge and spin) (kcal per mole): 31.7
LUMO energy (Eh): 0.0214

Each line ends with the Löwdin charge.
Positions of all 20 atoms, in Å:
C: -1.1150 0.8242 -0.5834  -0.39
C: 1.1392 1.7370 -0.3198  -0.12
C: -0.4027 1.3647 1.9797  0.08
C: 0.9452 -1.5669 -1.4201  -0.34
C: -0.9693 -1.9469 0.3632  -0.37
C: 0.0860 0.6919 0.0138  -0.54
N: -2.1302 1.0526 -1.0632  0.19
P: 0.6583 -1.1073 0.3550  0.89
H: 1.4805 1.7305 -1.3561  0.07
H: 0.5340 2.7065 -0.4782  0.12
H: 1.9880 1.6698 0.2773  0.05
H: 0.0103 2.3390 1.7775  0.03
H: 0.0700 0.8276 2.7813  0.03
H: -1.4379 1.2783 1.9846  0.01
H: 0.5713 -2.5903 -1.6763  0.04
H: 2.0117 -1.7129 -1.5414  0.00
H: 0.5991 -0.8951 -2.2944  0.08
H: -1.5716 -1.6020 1.3211  0.07
H: -0.9337 -3.0972 0.4800  0.06
H: -1.5332 -1.7036 -0.6006  0.05

=====

Here is 3 unconnected molecules or ions with the total composition C32H49N5O7S2 at a distorted geometry from the OMol25 dataset. Energies are from ωB97M-V/def2-TZVPD.

Calculated values
Kohn-Sham gap (Ha): 0.2559
Total charge: 0
HOMO (eV): -8.356
Energy relative to the best compared isomer or geometry (same formula, charge and spin) (kcal per mole): 0.0
LUMO energy (Eh): -0.0512

Each line ends with the Löwdin charge.
Positions of all 95 atoms, in Å:
C: -3.5755 -2.1057 -1.9499  -0.13
C: -2.7017 -0.7574 -1.9319  -0.27
C: -2.4698 -0.0743 -3.3681  -0.19
C: -2.3165 -1.1129 -4.5936  -0.27
C: -2.5117 -0.2202 -5.9563  -0.07
C: -0.8912 -1.8775 -4.5784  -0.07
N: -0.0726 -1.6640 -3.4345  0.14
C: 1.1913 -2.3444 -3.5042  -0.10
C: 2.1881 -2.1747 -2.2838  -0.06
C: 1.7029 -1.2965 -1.0306  -0.16
C: 1.3575 -2.3690 0.1585  -0.24
C: 2.1640 -2.0913 1.5148  -0.45
S: 1.7043 -0.3956 2.2130  0.79
C: -0.0192 -0.7210 2.8882  -0.92
S: -1.3889 -0.6995 1.9044  0.70
N: -0.1387 -1.0022 4.3332  -0.20
C: -1.1252 -0.1182 4.9756  -0.05
C: -1.0007 -0.6197 6.4427  -0.11
N: -0.0151 -1.6970 6.5201  0.00
C: 0.5205 -1.9590 5.1919  -0.07
C: 3.5875 -2.8226 -2.2548  -0.12
C: 4.6573 -2.7226 -1.0738  -0.21
N: 4.7884 -1.3710 -0.4516  -0.17
C: 5.0656 -0.2959 -1.4519  -0.14
C: 4.0299 -3.6862 -3.5201  -0.01
C: 3.0315 -3.8677 -4.6778  -0.01
C: 1.5829 -3.2161 -4.7177  -0.16
N: 0.7875 -3.5080 -5.8813  0.16
C: -0.4425 -2.8036 -5.7467  -0.18
O: -1.3891 -2.9700 -6.8282  -0.13
C: -1.7909 -4.3625 -6.9489  -0.23
C: -2.7478 -4.7089 -5.7056  -0.09
H: -2.8787 -2.9862 -2.1538  0.07
H: -4.0660 -2.2076 -0.9110  0.08
H: -4.4350 -2.0009 -2.7001  0.08
H: -3.3026 0.0115 -1.3028  0.10
H: -1.6951 -0.8646 -1.3686  0.07
H: -3.2841 0.7178 -3.5875  0.11
H: -1.4754 0.5207 -3.3299  0.12
H: -3.1267 -1.9154 -4.6371  0.11
H: -1.4750 -0.0804 -6.4140  0.08
H: -3.1372 -0.8631 -6.6886  0.08
H: -3.0252 0.7872 -5.7389  0.08
H: 2.4479 -0.4981 -0.7013  0.09
H: 0.7070 -0.7445 -1.2262  0.09
H: 1.6815 -3.4214 -0.2036  0.12
H: 0.2238 -2.4366 0.3201  0.08
H: 1.7686 -2.8501 2.2949  0.08
H: 3.2904 -2.2475 1.4439  0.07
H: -1.7469 0.7088 4.5034  0.11
H: -1.6036 -0.1705 7.2939  0.10
H: 1.2995 -2.7201 4.8701  0.13
H: 4.3793 -3.4837 -0.2450  0.12
H: 5.6802 -3.0146 -1.5141  0.12
H: 5.6438 -1.4202 0.1394  0.11
H: 4.2688 -0.1727 -2.2576  0.09
H: 6.1367 -0.4074 -1.8634  0.09
H: 5.0731 0.7014 -0.8587  0.09
H: 5.0680 -4.1517 -3.5474  0.09
H: 3.3871 -4.5008 -5.5721  0.10
H: -2.4519 -4.4408 -7.8953  0.13
H: -0.9210 -5.0930 -7.0972  0.12
H: -2.2027 -4.6378 -4.6954  0.08
H: -3.6290 -3.9782 -5.7428  0.08
H: -3.2034 -5.7627 -5.8587  0.09
C: -2.5141 5.8859 10.5434  -0.07
C: -3.2938 4.6056 10.3092  -0.22
O: -3.0261 4.0701 9.0074  0.03
C: -1.8538 3.4241 8.8760  -0.58
O: -1.0364 3.2499 9.7470  0.12
O: -1.7412 3.0226 7.5982  0.00
C: -0.4916 2.4038 7.2957  -0.06
H: -2.7048 6.6042 9.7416  0.08
H: -2.7907 6.3377 11.4986  0.08
H: -1.4381 5.6981 10.5522  0.07
H: -4.3643 4.8226 10.3447  0.12
H: -3.0903 3.8608 11.0838  0.12
H: -0.2738 1.5868 7.9872  0.09
H: 0.3077 3.1489 7.3172  0.10
H: -0.5526 1.9940 6.2887  0.06
C: 2.2743 5.3675 -3.1396  -0.07
C: 0.8361 5.7389 -2.8302  -0.22
O: 0.0646 4.5785 -2.4977  0.03
C: 0.2469 4.0975 -1.2547  -0.59
O: 0.9779 4.5613 -0.4128  0.12
O: -0.5119 2.9974 -1.1194  0.00
C: -0.3391 2.3271 0.1280  -0.06
H: 2.3141 4.5955 -3.9127  0.08
H: 2.8344 6.2411 -3.4804  0.08
H: 2.7764 4.9610 -2.2587  0.07
H: 0.3763 6.1765 -3.7198  0.12
H: 0.7738 6.4866 -2.0345  0.12
H: -0.4788 3.0096 0.9704  0.10
H: 0.6503 1.8647 0.1683  0.08
H: -1.0902 1.5397 0.1951  0.04

=====

Here is a single C5H6O3 molecule at a distorted geometry from the OMol25 dataset. Energies are from ωB97M-V/def2-TZVPD.

Calculated values
Kohn-Sham gap (Ha): 0.3509
Total charge: 0
HOMO (eV): -9.098
Energy relative to the best compared isomer or geometry (same formula, charge and spin) (kcal per mole): 136.7
LUMO energy (Eh): 0.0166

Each line ends with the Löwdin charge.
Positions of all 14 atoms, in Å:
C: -1.4863 -1.1044 -1.6118  -0.15
C: -0.8506 0.0896 -0.8351  -0.23
C: 0.2956 -0.2791 1.1044  -0.16
C: 1.5382 0.4841 1.5223  0.01
C: 0.9201 0.7588 0.2206  -0.29
H: -1.8169 -2.0308 -1.0847  0.14
H: -1.2250 1.0089 -1.2474  0.15
H: 0.5589 -1.2655 0.8846  0.13
H: 1.5560 1.4688 2.0058  0.12
H: 2.3330 -0.2197 1.8530  0.13
H: 0.4492 1.7319 0.3618  0.15
O: -1.7567 -0.9312 -2.7683  0.08
O: -1.0957 0.0442 0.6334  -0.05
O: 0.5800 0.2443 -1.0385  -0.02

=====

Here is a molecular structure, C15H32O17V at a distorted geometry from the OMol25 dataset. Energies are from ωB97M-V/def2-TZVPD.

Calculated values
Kohn-Sham gap (spin up / spin down) (Ha): 0.2995 / 0.3310
Total charge: +1
HOMO (spin up / spin down) (eV): -12.580 / -12.580
LUMO energy (spin up / spin down) (Eh): -0.1628 / -0.1313
2S+1: 3

Each line ends with the Löwdin charge.
Positions of all 65 atoms, in Å:
V: -0.4713 0.8755 2.3421  1.20
O: 0.5465 2.5822 2.5621  -0.35
H: 1.3361 3.0895 2.8337  0.02
O: 0.3183 0.3596 0.5686  -0.34
H: 0.9998 0.0489 -0.0587  0.01
C: 0.7886 -1.0095 -2.7955  -0.01
O: 0.9268 -1.0413 -4.2612  -0.03
C: -0.1209 -1.5187 -5.0198  -0.47
O: -1.1654 -1.8857 -4.5994  0.15
O: 0.2038 -1.4931 -6.4383  -0.06
C: -0.6957 -1.7868 -7.4411  -0.10
H: 0.5523 -2.0097 -2.4324  0.09
H: 0.1286 -0.2012 -2.4806  0.08
H: 1.7541 -0.7142 -2.3847  0.08
H: -0.1066 -2.0962 -8.3044  0.10
H: -1.2939 -0.8988 -7.6452  0.10
H: -1.3661 -2.5985 -7.1584  0.09
C: 3.6390 -0.9485 2.1080  -0.03
O: 3.0613 -1.5722 3.2173  0.04
C: 1.8755 -1.1695 3.7261  -0.50
O: 1.1148 -0.3191 3.2526  0.00
O: 1.5181 -1.8827 4.7680  0.04
C: 0.2577 -1.7831 5.4186  0.00
H: 3.1887 -1.1188 1.1301  0.10
H: 4.6943 -1.2111 2.1825  0.11
H: 3.5977 0.1343 2.2265  0.10
H: -0.5386 -2.0209 4.7133  0.08
H: 0.1364 -0.7759 5.8172  0.11
H: 0.2162 -2.5382 6.2035  0.11
C: -3.6663 -1.7800 3.8429  -0.01
O: -3.1175 -2.5548 2.7626  0.05
C: -2.1578 -2.0138 1.9971  -0.50
O: -1.6620 -0.8840 2.0273  0.00
O: -1.7559 -2.9874 1.2000  0.05
C: -0.5203 -2.9215 0.5440  -0.01
H: -3.5984 -0.6950 3.7642  0.08
H: -3.0761 -1.9437 4.7445  0.09
H: -4.6745 -2.1494 4.0303  0.11
H: -0.0846 -3.9060 0.3734  0.11
H: 0.1438 -2.4058 1.2375  0.09
H: -0.6136 -2.3809 -0.3979  0.09
C: -4.6339 2.7006 2.4295  0.01
O: -4.3245 2.3807 1.0493  0.03
C: -3.0899 2.0414 0.6886  -0.52
O: -2.0928 1.8532 1.3987  0.00
O: -3.0638 2.1475 -0.6250  0.06
C: -1.8360 1.7480 -1.2806  0.00
H: -3.8672 3.3676 2.8235  0.11
H: -4.6452 1.7325 2.9302  0.08
H: -5.6471 3.0833 2.5520  0.11
H: -1.5177 0.7615 -0.9434  0.07
H: -1.0026 2.3735 -0.9607  0.09
H: -1.9028 1.8149 -2.3665  0.11
C: 3.9173 1.3340 -4.2498  -0.04
O: 3.1552 2.2021 -3.4268  0.00
C: 3.1918 2.0693 -2.0892  -0.60
O: 3.8493 1.2495 -1.4794  0.10
O: 2.3779 2.9654 -1.5629  0.01
C: 2.1828 3.2215 -0.1715  -0.04
H: 4.9367 1.1166 -3.9308  0.10
H: 4.0179 1.6437 -5.2900  0.10
H: 3.3767 0.3877 -4.2660  0.08
H: 2.7415 4.0895 0.1785  0.10
H: 2.4434 2.3992 0.4949  0.07
H: 1.1195 3.4428 -0.0789  0.08

=====

Here is 2 unconnected molecules or ions with the total composition C3H8O2 at a distorted geometry from the OMol25 dataset. Energies are from ωB97M-V/def2-TZVPD.

Calculated values
Kohn-Sham gap (Ha): 0.3712
Total charge: 0
HOMO (eV): -9.344
Energy relative to the best compared isomer or geometry (same formula, charge and spin) (kcal per mole): 57.6
LUMO energy (Eh): 0.0279

Each line ends with the Löwdin charge.
Positions of all 13 atoms, in Å:
C: 2.2392 0.2004 1.0014  -0.09
O: 1.5871 0.3619 -0.3141  -0.15
H: 2.4721 1.2096 1.3598  0.08
H: 1.5518 -0.4233 1.5914  0.08
H: 3.1529 -0.3664 0.9273  0.07
H: 2.1708 0.2672 -1.0447  0.06
C: -2.8088 0.1631 -0.4461  -0.01
C: -1.7443 -0.5480 -0.8439  -0.29
O: -0.7814 -1.0386 0.0447  -0.11
H: -3.3208 0.6664 -1.3029  0.06
H: -2.9541 0.4500 0.6857  0.10
H: -1.3883 -0.7233 -1.8501  0.10
H: -0.1763 -0.2191 0.1916  0.09

=====

> What is the formula in the third record?

C5H6O3